(1)
22
Properties=species:S:1:pos:R:3:forces:R:3:nbo_charge:R:1 method="wB97M-V/def2-TZVPD" gap_ev=4.098 homo_ha=-0.4518 relative_energy_ev=3.7534 e_lumo_ev=-8.195 total_charge=+1 e_tot_ha=-1161.09068
N -0.50960 0.35353 0.58206 0.0 -0.6 0.7 -0.728
C 0.76662 1.11752 0.37803 -0.4 0.1 0.3 -0.230
C 0.96738 1.43673 -1.08697 0.6 0.2 -0.4 -0.556
S 1.97406 2.92867 -1.35711 -0.1 0.0 0.1 0.011
S 0.59828 -2.01056 2.66915 0.0 0.0 0.4 0.049
H -0.57751 -0.44699 -0.08165 -0.1 0.2 -0.4 0.470
H -1.35484 0.93650 0.57323 -0.1 0.2 -0.4 0.463
H -0.50446 -0.09277 1.51020 0.2 0.2 -0.2 0.426
H 1.56702 0.50446 0.79046 0.1 0.0 -0.2 0.214
H 0.70074 2.01166 0.99474 0.0 0.1 -0.1 0.230
H 1.42748 0.60387 -1.61566 -0.1 -0.1 0.0 0.248
H 0.03240 1.65523 -1.60023 -0.2 0.0 0.2 0.237
H 3.16301 2.40269 -1.04373 0.0 -0.1 0.0 0.128
H -3.84723 1.78830 0.47742 0.1 -0.1 -0.1 0.497
H -3.09247 2.81095 1.29535 0.1 0.1 0.1 0.496
O -2.95535 2.02884 0.75332 0.0 -0.1 0.0 -0.973
H 0.04986 -2.46913 -0.89632 -0.1 0.1 -0.4 0.519
H -0.82254 -2.00491 -2.10393 -0.1 0.0 0.0 0.501
O -0.34361 -1.68012 -1.33732 0.2 -0.1 0.5 -1.003
H 0.92798 -4.69722 0.05308 0.0 0.0 0.0 0.502
H 0.99435 -3.43817 0.98517 0.0 -0.4 -0.9 0.476
O 0.83842 -3.73908 0.06073 0.1 0.3 0.7 -0.977

---

(2)
22
Properties=species:S:1:pos:R:3:forces:R:3:nbo_charge:R:1 method="wB97M-V/def2-TZVPD" gap_ev=6.211 homo_ha=-0.1148 relative_energy_ev=3.1677 e_lumo_ev=3.085 total_charge=-1 e_tot_ha=-838.45175
C -0.60327 -0.35955 0.68309 0.6 -1.5 0.6 -0.243
C -1.08196 0.30220 2.00066 -0.7 -0.5 -0.2 -0.530
S 0.29952 0.01072 3.16310 -0.5 1.4 0.9 -0.694
N 0.06502 -1.68039 1.00080 -3.5 -1.9 -1.1 -0.902
H 0.17485 0.28794 0.10988 -1.6 -1.2 0.8 0.179
H -1.50371 -0.68196 0.12719 0.6 0.7 -0.5 0.186
H -2.13516 -0.11230 2.36103 2.1 0.4 -0.7 0.175
H -1.35536 1.33337 1.67830 0.4 -0.2 0.9 0.125
H -0.45932 -2.15029 1.81954 0.6 1.1 -1.9 0.367
H 0.92682 -1.63733 1.42824 2.3 1.2 1.0 0.375
H -1.34371 2.56793 0.67434 -1.4 1.4 -3.0 0.471
H -1.02223 3.36868 -0.60260 4.1 2.2 -2.3 0.452
O -1.72694 2.98846 -0.22128 -2.7 -3.4 5.1 -0.936
H 0.08379 -1.68158 -2.78500 0.3 0.3 -0.5 0.492
H 0.63699 -0.47375 -3.46569 5.5 6.4 1.3 0.439
O 0.08442 -1.10873 -3.57718 -6.2 -6.0 -1.6 -0.968
H 2.55938 2.33920 0.45247 -2.9 -0.9 -2.5 0.487
H 0.94859 2.05933 0.06055 2.3 0.1 -0.3 0.481
O 1.87759 2.12142 -0.33450 0.7 0.8 2.8 -0.970
H 0.79575 -2.71766 -0.95926 -1.0 -0.8 -0.6 0.503
H 1.71326 -2.04410 -1.68906 0.5 0.0 -1.2 0.465
O 1.06568 -2.73161 -1.92460 0.6 0.4 2.9 -0.953

---

(3)
22
Properties=species:S:1:pos:R:3:forces:R:3:lowdin_spin:R:1 method="wB97M-V/def2-TZVPD" gap_ev="9.955 / 4.913" homo_ha="-0.3572 / -0.3532" relative_energy_ev=1.8142 e_lumo_ev="0.234 / -4.697" e_tot_ha=-515.38439 s_squared=0.761 spin_multiplicity=2
C -0.89108 0.42593 -1.91297 -0.3 -2.3 -0.8 0.047
O -0.67661 1.10901 -0.71936 0.1 -0.1 0.3 0.298
C 0.12758 -0.72876 -2.19141 1.7 1.8 0.3 0.024
N -0.21093 -2.04502 -1.71754 -0.8 0.2 -0.5 0.019
H -1.91940 -0.08514 -2.03114 1.1 1.3 0.4 -0.001
H -0.66921 1.10124 -2.78360 -0.5 0.0 1.0 0.031
H 0.24701 -0.63877 -3.30699 0.1 -1.0 1.0 0.000
H 1.11782 -0.33695 -1.73217 -1.2 -0.5 -0.8 0.002
H 0.55425 -2.67664 -1.82277 0.4 -0.4 -0.1 0.002
H -0.59523 -2.13788 -0.78701 0.2 0.4 0.0 0.000
H -2.46178 0.45403 0.96891 0.4 0.8 0.6 -0.001
H -1.77150 1.49444 1.95444 0.2 -0.3 -0.4 -0.001
O -2.58939 1.04987 1.73146 -0.8 -0.5 -0.2 -0.002
H 0.53164 -1.05340 1.84668 -0.5 0.1 0.7 -0.001
H -0.08746 -1.79963 3.13167 -0.3 0.6 -0.1 0.000
O 0.55628 -1.82175 2.42620 0.7 -1.0 -0.3 0.015
H 1.97252 0.84864 0.45053 1.6 0.4 -0.4 -0.002
H 3.10031 1.96967 0.28458 -0.2 -0.1 0.1 0.000
O 2.87118 1.05931 0.07624 -0.7 -0.4 0.1 0.003
H 0.65361 1.57890 1.45679 -0.3 0.2 0.0 0.009
H 0.01183 0.60561 -0.00124 -0.6 1.0 -0.2 0.013
O 0.47209 0.64059 1.30174 -0.3 -0.4 -0.6 0.545

---

(4)
22
Properties=species:S:1:pos:R:3:forces:R:3:nbo_charge:R:1 method="wB97M-V/def2-TZVPD" gap_ev=11.304 homo_ha=-0.5267 relative_energy_ev=1.0232 e_lumo_ev=-3.029 total_charge=+1 e_tot_ha=-515.29585
O -1.81009 2.53659 -0.74874 0.9 1.0 -0.5 -0.499
C -0.79259 2.86195 -0.18299 -1.2 -1.4 0.9 0.434
C -0.40895 2.01413 1.04283 1.8 1.4 -1.1 -0.365
N -1.09902 0.70891 0.91219 0.0 0.3 0.8 -0.725
H -0.06586 3.63837 -0.44449 -0.4 0.4 -0.3 0.161
H 0.68827 1.99149 0.96957 -0.2 -0.9 0.1 0.253
H -0.54285 2.59354 1.98441 -0.6 -0.8 -0.5 0.261
H -1.64749 0.65883 0.04361 -0.4 0.7 0.1 0.468
H -0.56435 -0.22778 0.81618 -0.2 0.9 1.2 0.489
H -1.71071 0.71386 1.74288 0.0 -1.0 -0.8 0.440
H 2.47604 1.35743 -1.78354 0.2 -0.1 -0.1 0.479
H 3.25145 0.14628 -1.22679 0.1 0.1 -0.1 0.481
O 2.61928 0.83145 -0.99174 -0.3 0.0 0.2 -0.959
H -1.06703 -1.78681 -2.02914 -0.5 -0.1 -0.2 0.490
H -2.55562 -1.37327 -1.65689 0.1 -0.4 -0.4 0.494
O -1.62754 -1.12746 -1.61013 0.3 0.6 0.7 -0.980
H 2.47840 -3.43168 0.16869 -0.2 -0.1 -0.1 0.487
H 1.62506 -2.96878 -1.02124 0.1 -0.1 0.1 0.474
O 1.56598 -3.28385 -0.11288 0.0 0.2 0.1 -0.960
H -0.68014 -2.37273 0.82836 0.4 -0.2 0.1 0.515
H 0.38570 -1.79539 1.81383 -0.1 -0.5 -0.2 0.507
O -0.51794 -1.68506 1.48601 0.2 0.0 0.0 -0.945

---

(5)
20
Properties=species:S:1:pos:R:3:forces:R:3:nbo_charge:R:1 method="wB97M-V/def2-TZVPD" gap_ev=11.340 homo_ha=-0.4019 relative_energy_ev=1.0870 e_lumo_ev=0.402 e_tot_ha=-385.51844
C -0.34993 0.80299 -1.34866 0.1 0.2 0.7 -0.607
C 0.59828 0.57790 -2.53395 -1.6 0.3 -0.7 -0.622
H -0.26403 1.80763 -0.92749 0.3 0.0 0.0 0.203
H -0.05048 0.10621 -0.57151 -0.3 0.0 0.2 0.172
H -1.42547 0.69579 -1.47154 0.1 -0.4 -0.6 0.222
H 1.22785 -0.29342 -2.39379 0.6 0.4 0.1 0.200
H 0.06927 0.35530 -3.46151 -0.4 -0.2 0.1 0.215
H 1.04940 1.52918 -2.78013 1.0 -0.2 0.2 0.214
O 1.51608 -1.15683 1.16238 0.1 -0.3 0.3 -0.946
H 0.82192 -0.53677 0.92262 0.1 0.1 -0.1 0.478
H 2.26328 -1.04579 0.56906 -0.1 0.3 -0.1 0.470
O -2.18239 0.13870 2.29102 -0.5 -0.6 -0.1 -0.943
H -2.21115 0.75943 3.02127 0.1 0.2 -0.1 0.473
H -1.89736 0.63462 1.52091 0.1 0.2 0.1 0.472
O 0.05430 1.46821 3.06991 0.9 -0.3 0.1 -0.947
H 0.10357 0.59289 3.47892 -0.5 0.0 0.0 0.478
H 0.96797 1.53301 2.76193 -0.1 0.5 -0.1 0.469
O -0.47975 -2.49373 -1.07690 0.6 -0.3 -0.2 -0.926
H -0.19649 -3.39909 -1.25979 -0.4 -0.1 0.0 0.466
H 0.38511 -2.07625 -0.97274 -0.2 0.2 0.2 0.460